Run P
DFT (ωB97M-V with the def2-TZVPD basis set) results for an isolated ion of composition C8H15N2O and charge +1.

As for the LUMO energy: -4.10 eV. The spin multiplicity is 1. The structure (SMILES) is CN(C)C(=O)C[C@H]1C=[NH+]CC1. The HOMO-LUMO gap comes out at 8.36 eV. The HOMO energy is -0.4577 Ha. Its net charge is +1.

```
26
C8H15N2O, DFT ωB97M-V with the def2-TZVPD basis set
C 2.89013 1.07481 0.32564
N 2.19187 0.19973 -0.63038
C 2.75050 -1.16305 -0.69286
C 0.79693 0.25440 -0.41932
O 0.10543 1.13516 -0.93447
C 0.15458 -0.73161 0.54063
C -1.31832 -0.40483 0.81120
C -1.70992 1.02703 0.96222
N -2.56361 1.35779 0.07177
C -2.77199 0.33214 -0.94165
C -2.41370 -0.93252 -0.14450
H 2.93035 2.08797 -0.05553
H 3.91651 0.74011 0.40991
H 2.44205 1.05388 1.31966
H 1.99762 -1.90856 -0.90880
H 3.46028 -1.19827 -1.51373
H 3.30479 -1.41951 0.20671
H 0.70960 -0.79825 1.47081
H 0.18367 -1.72477 0.10464
H -1.51496 -0.86374 1.78523
H -1.40934 1.71398 1.73614
H -3.04771 2.24144 -0.00860
H -3.69098 0.38263 -1.50572
H -1.97281 0.49385 -1.66933
H -3.28563 -1.18441 0.45128
H -2.13534 -1.76540 -0.77096
```


Run Q
DFT (ωB97M-V with the def2-TZVPD basis set) results for an isolated ion of composition C8H15N2O and charge +1.

As for the LUMO energy: -3.75 eV. The spin multiplicity is 1. The structure (SMILES) is C[NH2+][C@@]1(N)C=CC=C[C@H]1OC. The HOMO-LUMO gap comes out at 9.04 eV. The HOMO energy is -0.4700 Ha. Its net charge is +1.

```
26
C8H15N2O, DFT ωB97M-V with the def2-TZVPD basis set
C -1.86958 0.82777 -1.83243
N -1.11346 0.56197 -0.64029
C 0.32226 -0.38871 -0.88934
N 0.22051 -1.60170 -1.43209
C 1.25744 0.55009 -1.44360
C 2.03777 1.47972 -0.85366
C 1.82333 1.74394 0.55261
C 1.11776 0.95778 1.36151
C 0.65100 -0.40390 0.91765
O -0.50873 -0.81094 1.50923
C -0.50969 -1.14267 2.92125
H -2.40120 -0.06113 -2.23492
H -2.36550 1.74186 -1.74524
H -1.17695 1.16776 -2.56813
H -1.62888 0.06365 0.12166
H -0.45189 1.31088 -0.28177
H 0.09050 -2.43727 -0.87753
H 0.86957 -1.79840 -2.15186
H 1.18871 0.47985 -2.51976
H 2.59822 2.22644 -1.37278
H 2.00002 2.75469 0.96309
H 0.99773 1.29131 2.40510
H 1.55848 -1.16632 1.14555
H -1.17338 -2.05701 3.03774
H -1.07760 -0.28446 3.28071
H 0.48172 -1.33269 3.22899
```


The structure shown above that is least stable: run Q.